a | C5H15N2O | ωB97M-V/def2-TZVPD

```
23
C5H15N2O (ωB97M-V/def2-TZVPD)
C -1.547 2.127 -0.909
N -0.109 1.836 -0.857
C 0.181 0.889 0.224
C -0.066 -0.540 -0.298
N 0.335 -0.431 -1.737
C 0.770 -1.664 0.330
C 0.431 -1.939 1.823
O 0.019 -0.821 2.560
H -1.970 2.849 -0.195
H -1.783 2.647 -1.839
H -2.121 1.213 -0.791
H 0.459 2.666 -0.718
H -0.317 1.147 1.153
H 1.257 0.912 0.472
H -1.138 -0.690 -0.150
H 0.078 0.550 -1.997
H 0.017 -1.085 -2.447
H 1.354 -0.448 -1.753
H 0.660 -2.571 -0.260
H 1.805 -1.294 0.337
H 1.327 -2.439 2.216
H -0.387 -2.640 2.019
H 0.742 -0.272 2.815
```

## Properties
* total charge: +1
* LUMO: -3.1 eV
* SMILES: CNC[C@@H]([NH3+])CCO

Mulliken atomic charge list, values in e, 8 entries: C -0.90; N -0.40; C -0.72; C -0.21; N -0.12; C -0.81; C -0.63; O -0.51

b | C5H15N2O | ωB97M-V/def2-TZVPD

```
23
C5H15N2O (ωB97M-V/def2-TZVPD)
C 1.760 1.443 0.485
N 0.314 1.359 0.676
C -0.171 0.245 1.536
C -1.341 -0.349 0.760
C -2.557 0.635 0.594
O -0.813 -0.671 -0.455
C 2.477 0.069 0.418
N 1.834 -0.694 -0.617
H 2.152 2.136 1.270
H 1.942 1.951 -0.471
H -0.008 0.954 -0.262
H 0.487 -0.625 1.725
H -0.566 0.623 2.489
H -1.752 -1.338 1.117
H -3.277 0.315 -0.154
H -3.041 0.711 1.569
H -2.212 1.597 0.197
H -2.396 -3.154 -5.559
H 2.526 -0.407 1.401
H 3.545 0.129 0.147
H -2.047 -2.521 -5.417
H 0.823 -0.866 -0.547
H 2.318 -1.544 -0.901
```

## Properties
* total charge: +1
* LUMO: -9.3 eV

Mulliken atomic charge list, values in e, 8 entries: C -0.58; N -0.36; C -0.74; C 0.38; C -1.14; O -0.52; C -0.45; N -0.26

The structure with the least stability is b.

a | C5H15N2O | ωB97M-V/def2-TZVPD

```
23
C5H15N2O (ωB97M-V/def2-TZVPD)
C 0.186 -1.231 -2.286
C 0.241 -0.290 -1.129
C 0.906 1.174 -1.597
O 1.174 1.862 -0.446
N -0.946 -0.006 -0.246
C -1.138 -0.950 0.957
C -0.132 -0.492 2.026
N -0.190 1.067 2.216
H -0.433 -0.788 -2.953
H -0.249 -2.190 -1.922
H 1.162 -1.348 -2.809
H 1.160 -0.567 -0.381
H 1.742 1.094 -2.278
H 0.058 1.809 -1.875
H 1.641 1.191 0.091
H -1.747 0.161 -0.843
H -0.947 -2.004 0.813
H -2.267 -0.852 1.190
H -0.373 -1.008 3.021
H 0.890 -0.684 1.838
H -0.069 1.472 1.321
H 0.464 1.361 2.821
H -1.135 1.219 2.472
```

## Properties
* total charge: +1
* LUMO: -3.2 eV
* SMILES: C[C@@H](CO)NCC[NH3+]

Mulliken atomic charge list, values in e, 8 entries: C -1.43; C 0.10; C -0.61; O -0.53; N -0.12; C -0.47; C -0.63; N -0.14

b | C5H15N2O | ωB97M-V/def2-TZVPD

```
23
C5H15N2O (ωB97M-V/def2-TZVPD)
C -2.399 0.063 0.387
C -1.697 0.467 -0.928
C -1.826 -0.189 -2.120
O -1.186 0.303 -3.287
H -2.552 0.828 1.101
H -3.357 -0.338 0.110
H -1.920 -0.788 0.958
H -1.128 1.449 -0.883
H -2.459 -1.018 -2.325
H -1.566 -0.265 -4.012
N 1.636 1.184 2.021
C 1.015 0.012 1.363
C 2.027 -0.501 0.304
N 1.346 -1.567 -0.462
H 2.551 0.909 2.382
H 1.771 1.905 1.295
H 1.093 1.612 2.713
H 0.824 -0.768 2.158
H 0.127 0.375 0.890
H 2.390 0.350 -0.305
H 2.840 -1.009 0.838
H 0.538 -1.145 -0.935
H 1.930 -1.868 -1.261
```

## Properties
* total charge: +1
* LUMO: -3.7 eV

Mulliken atomic charge list, values in e, 8 entries: C -1.18; C -0.09; C -0.36; O -0.49; H 0.35; H 0.43; H 0.23; H 0.39

c | C5H15N2O | ωB97M-V/def2-TZVPD

```
23
C5H15N2O (ωB97M-V/def2-TZVPD)
C 1.604 0.336 0.862
N 0.250 0.257 0.318
C -0.779 0.920 1.056
C -1.624 -0.078 1.846
N -2.398 -0.982 0.870
C -0.042 -0.015 -1.093
C 1.111 -0.638 -1.859
O 2.063 0.411 -2.062
H 1.962 1.366 0.883
H 1.590 -0.112 1.821
H 2.292 -0.285 0.315
H -1.417 1.454 0.354
H -0.353 1.541 1.834
H -0.988 -0.755 2.393
H -2.388 0.492 2.359
H -1.837 -1.190 0.058
H -3.260 -0.570 0.522
H -2.661 -1.766 1.464
H -0.249 0.898 -1.665
H -0.887 -0.710 -1.113
H 1.537 -1.419 -1.246
H 0.775 -0.914 -2.848
H 2.934 0.177 -1.739
```

## Properties
* total charge: +1
* LUMO: -3.5 eV
* SMILES: CN(CC[NH3+])CCO

Mulliken atomic charge list, values in e, 8 entries: C -1.16; N 0.18; C -0.91; C -0.62; N -0.15; C -0.16; C -0.93; O -0.52

d | C5H15N2O | ωB97M-V/def2-TZVPD

```
23
C5H15N2O (ωB97M-V/def2-TZVPD)
N -2.166 0.845 -0.046
C -0.748 0.882 0.110
C -0.054 0.693 -1.306
C -0.437 -0.614 -1.877
C 0.383 -1.696 -1.799
C -0.213 2.103 0.894
N 0.651 -1.930 1.955
H -0.637 3.045 0.547
H -2.581 1.753 -0.178
H -2.660 0.363 0.739
H -0.294 0.076 0.683
H 1.017 0.527 -1.019
H -0.256 1.491 -1.998
H -1.399 -0.629 -2.374
H 1.048 -1.911 -0.964
H 0.405 -2.453 -2.560
H -0.444 1.905 1.930
H 0.872 2.076 0.780
H 1.279 -1.562 1.222
H 0.443 -2.933 1.835
H 1.138 -1.768 2.828
H 2.788 -0.166 0.149
O 1.865 -0.097 0.449
```

## Properties
* total charge: +1
* LUMO: -9.0 eV

Mulliken atomic charge list, values in e, 8 entries: N -0.39; C 0.44; C -0.37; C -0.13; C -0.49; C -1.29; N -0.55; H 0.45

The structure with the least stability is d.

a | C36H96N6O15 | ωB97M-V/def2-TZVPD

```
153
C36H96N6O15 (ωB97M-V/def2-TZVPD)
C -4.867 -0.500 -6.474
O -3.954 -1.177 -5.654
C -2.675 -1.522 -6.212
C -1.856 -1.831 -5.057
N -1.493 -0.699 -4.176
C -0.822 -1.040 -2.955
C 0.616 -1.609 -3.219
O 0.514 -2.946 -3.764
C 1.630 -3.275 -4.572
H -5.914 -0.482 -6.086
H -4.833 -1.036 -7.415
H -4.572 0.573 -6.551
H -2.305 -0.823 -6.879
H -2.713 -2.445 -6.867
H -0.948 -2.176 -5.570
H -2.195 -2.736 -4.561
H -2.351 -0.196 -3.986
H -1.519 -1.658 -2.343
H -0.602 -0.112 -2.358
H 1.156 -1.722 -2.254
H 1.218 -0.964 -3.827
H 1.653 -4.407 -4.678
H 2.658 -2.983 -4.092
H 1.537 -2.896 -5.587
C -1.709 3.046 -6.161
O -0.825 3.463 -5.105
C -1.414 3.084 -3.886
C -0.349 2.376 -3.102
N 0.875 3.158 -3.053
C 0.824 4.341 -2.208
C 2.042 4.348 -1.278
O 3.268 3.998 -1.927
C 3.821 5.024 -2.691
H -2.452 3.816 -6.422
H -2.060 2.041 -5.962
H -1.110 2.931 -7.044
H -2.213 2.292 -4.090
H -1.904 3.848 -3.338
H -0.161 1.408 -3.621
H -0.624 2.066 -2.100
H 1.170 3.410 -3.971
H -0.171 4.307 -1.673
H 0.780 5.261 -2.747
H 1.790 3.584 -0.546
H 2.223 5.302 -0.758
H 3.181 5.441 -3.461
H 4.617 4.553 -3.243
H 4.229 5.841 -2.099
C -0.416 5.118 4.964
O -1.053 4.000 4.511
C -2.364 3.924 4.954
C -2.957 2.756 4.149
N -2.392 1.474 4.543
C -2.002 0.449 3.568
C -0.720 -0.325 4.039
O 0.432 0.539 4.099
C 1.576 -0.165 4.555
H -0.604 5.311 6.095
H -0.703 5.975 4.405
H 0.642 4.934 4.800
H -2.849 4.856 4.609
H -2.433 3.856 6.019
H -2.627 3.011 3.139
H -4.025 2.792 4.111
H -1.556 1.716 5.065
H -1.832 0.928 2.580
H -2.716 -0.365 3.543
H -0.578 -1.124 3.319
H -0.914 -0.774 5.038
H 1.355 -0.859 5.354
H 2.260 0.663 4.799
H 1.957 -0.816 3.704
C 6.605 -6.203 4.228
O 6.109 -5.225 3.329
C 4.648 -5.000 3.376
C 4.183 -4.124 2.207
N 4.768 -2.786 2.297
C 4.370 -1.810 1.271
C 4.536 -2.201 -0.130
O 5.830 -2.670 -0.338
C 5.986 -3.222 -1.607
H 6.220 -7.243 4.033
H 6.227 -5.902 5.187
H 7.713 -6.230 4.157
H 4.463 -4.457 4.351
H 4.078 -5.951 3.412
H 3.069 -4.016 2.199
H 4.434 -4.683 1.265
H 5.723 -3.000 2.159
H 4.915 -0.862 1.646
H 3.342 -1.632 1.490
H 4.192 -1.307 -0.758
H 3.725 -2.930 -0.339
H 5.691 -2.537 -2.428
H 5.406 -4.123 -1.715
H 7.060 -3.392 -1.691
C -4.648 -0.731 -1.548
O -4.640 0.486 -0.868
C -3.301 0.937 -0.623
C -3.403 2.089 0.417
N -3.994 3.250 -0.225
C -4.161 4.451 0.547
C -2.792 5.181 0.783
O -3.135 6.247 1.649
C -2.559 7.502 1.369
H -5.670 -1.006 -1.479
H -4.128 -1.462 -0.922
H -4.365 -0.574 -2.619
H -2.901 1.268 -1.638
H -2.732 0.177 -0.122
H -2.372 2.342 0.821
H -4.028 1.730 1.267
H -4.850 3.013 -0.743
H -4.598 4.223 1.533
H -4.837 5.133 0.020
H -2.431 5.562 -0.153
H -1.937 4.503 1.266
H -3.096 8.308 1.914
H -2.710 7.702 0.241
H -1.421 7.549 1.584
C 1.557 -5.612 -0.851
O 0.935 -4.893 0.171
C 0.167 -3.802 -0.390
C -0.170 -2.713 0.584
N -0.973 -3.178 1.738
C -0.201 -3.838 2.839
C -1.217 -4.187 3.943
O -0.499 -4.307 5.179
C -1.418 -4.194 6.252
H 0.807 -6.030 -1.600
H 2.110 -6.437 -0.321
H 2.241 -4.969 -1.435
H -0.750 -4.254 -0.837
H 0.721 -3.437 -1.283
H -0.636 -1.903 0.090
H 0.801 -2.314 0.902
H -1.691 -3.838 1.455
H 0.513 -3.128 3.277
H 0.420 -4.713 2.556
H -1.816 -5.078 3.774
H -1.800 -3.285 4.009
H -1.848 -3.238 6.300
H -0.936 -4.421 7.168
H -2.065 -5.062 6.144
O 2.084 0.941 -2.091
H 1.961 1.827 -2.563
H 2.889 0.905 -1.610
O 0.691 2.590 1.799
H 0.753 2.141 2.651
H 0.953 3.509 1.943
O 0.082 0.553 -0.045
H 0.781 0.569 -0.742
H 0.302 1.276 0.577
```

## Properties
* total charge: 0
* LUMO: 0.5 eV
* SMILES: COCCNCCOC.COCCNCCOC.COCCNCCOC.COCCNCCOC.COCCNCCOC.COCCNCCOC.O.O.O

Mulliken atomic charge list, values in e, 8 entries: C -0.74; O -0.25; C -1.04; C -0.14; N 0.29; C 0.55; C -0.96; O -0.25

b | C36H96N6O15 | ωB97M-V/def2-TZVPD

```
153
C36H96N6O15 (ωB97M-V/def2-TZVPD)
C -6.774 -1.911 21.046
O -7.282 -3.035 20.404
C -8.634 -2.843 20.156
C -9.075 -3.589 18.818
N -8.978 -5.028 19.116
C -9.336 -5.959 18.042
C -8.252 -7.112 17.726
O -8.127 -8.181 18.644
C -7.317 -9.234 18.112
H -5.706 -2.079 20.909
H -7.077 -1.933 22.093
H -6.934 -0.887 20.711
H -8.764 -1.776 19.972
H -9.101 -3.166 21.086
H -8.439 -3.109 18.074
H -10.114 -3.313 18.637
H -8.004 -5.075 19.378
H -9.421 -5.444 17.086
H -10.326 -6.394 18.176
H -7.323 -6.647 17.399
H -8.607 -7.537 16.787
H -7.746 -9.760 17.259
H -7.358 -10.054 18.828
H -6.253 -9.042 17.975
C -2.588 -16.307 18.789
O -3.405 -15.524 17.896
C -2.709 -14.485 17.265
C -3.420 -14.142 15.913
N -2.507 -13.328 15.079
C -1.781 -12.098 15.540
C -2.821 -11.166 16.290
O -2.862 -11.281 17.718
C -3.700 -10.374 18.475
H -1.769 -15.859 19.352
H -2.122 -17.068 18.162
H -3.254 -16.849 19.460
H -1.664 -14.772 17.142
H -2.713 -13.636 17.948
H -4.360 -13.592 15.960
H -3.474 -15.041 15.299
H -1.754 -13.968 14.870
H -1.390 -11.607 14.649
H -0.855 -12.475 15.974
H -3.785 -11.591 16.009
H -2.784 -10.108 16.031
H -3.593 -10.354 19.560
H -4.691 -10.671 18.132
H -3.711 -9.299 18.293
C -10.875 -7.493 12.544
O -10.223 -7.350 13.811
C -9.064 -8.136 13.867
C -7.882 -7.608 13.128
N -6.539 -8.187 13.344
C -6.171 -7.947 14.780
C -4.970 -8.663 15.090
O -3.826 -8.508 14.227
C -3.380 -7.185 14.193
H -10.159 -7.163 11.791
H -11.661 -6.741 12.471
H -11.288 -8.401 12.106
H -9.254 -9.095 13.384
H -8.820 -8.463 14.878
H -7.912 -6.518 13.128
H -8.136 -7.655 12.069
H -5.826 -7.815 12.733
H -6.851 -8.433 15.480
H -6.286 -6.921 15.130
H -5.258 -9.713 15.033
H -4.758 -8.515 16.149
H -4.105 -6.531 13.708
H -2.437 -7.202 13.646
H -3.081 -6.944 15.213
C -3.114 -19.765 25.468
O -3.158 -18.908 24.349
C -4.531 -18.492 24.062
C -4.702 -18.398 22.585
N -6.102 -18.483 22.177
C -6.260 -18.177 20.752
C -5.857 -19.286 19.703
O -6.682 -20.445 19.793
C -6.611 -21.379 18.662
H -2.061 -19.958 25.671
H -3.782 -20.624 25.526
H -3.413 -19.119 26.294
H -4.992 -17.683 24.630
H -5.133 -19.376 24.272
H -4.266 -19.317 22.194
H -4.185 -17.506 22.232
H -6.495 -19.409 22.273
H -5.739 -17.260 20.479
H -7.328 -18.046 20.576
H -4.857 -19.662 19.919
H -5.875 -18.923 18.675
H -5.603 -21.735 18.450
H -6.842 -20.815 17.758
H -7.200 -22.289 18.767
C -3.208 -18.038 10.236
O -2.018 -18.011 10.974
C -1.466 -16.783 11.326
C -0.338 -17.056 12.335
N -0.962 -17.433 13.615
C -0.002 -18.148 14.442
C -0.691 -18.871 15.597
O -1.944 -19.587 15.240
C -1.913 -20.316 14.097
H -3.163 -17.550 9.262
H -3.850 -17.326 10.754
H -3.614 -19.044 10.121
H -2.307 -16.329 11.850
H -1.033 -16.302 10.449
H 0.204 -16.111 12.351
H 0.267 -17.910 12.029
H -1.859 -17.894 13.558
H 0.697 -17.374 14.759
H 0.519 -18.950 13.918
H -0.979 -18.057 16.262
H 0.003 -19.568 16.067
H -2.923 -20.315 13.686
H -1.525 -21.324 14.242
H -1.312 -19.958 13.261
C 1.437 -13.990 19.095
O 2.070 -14.519 17.881
C 2.716 -15.854 18.026
C 1.701 -16.991 17.849
N 1.721 -17.892 19.018
C 0.353 -18.503 19.062
C 0.000 -19.076 20.487
O 0.030 -17.994 21.471
C -0.670 -18.290 22.635
H 1.415 -14.588 20.006
H 0.414 -13.662 18.910
H 2.100 -13.165 19.353
H 3.242 -15.733 18.973
H 3.483 -15.856 17.252
H 1.820 -17.594 16.949
H 0.767 -16.448 17.705
H 1.805 -17.342 19.861
H 0.137 -19.322 18.375
H -0.503 -17.830 19.015
H 0.747 -19.715 20.958
H -0.891 -19.675 20.296
H -0.117 -19.141 23.032
H -1.735 -18.418 22.438
H -0.627 -17.376 23.227
O 0.044 -15.018 14.564
H -0.589 -15.655 14.233
H 0.870 -15.263 14.146
O -0.848 -14.982 21.701
H -0.420 -15.809 21.923
H -1.652 -14.981 22.220
O -4.231 -12.748 12.628
H -3.488 -12.285 12.241
H -3.897 -13.082 13.461
```

## Properties
* total charge: 0
* LUMO: 0.6 eV
* SMILES: COCCNCCOC.COCCNCCOC.COCCNCCOC.COCCNCCOC.COCCNCCOC.COCCNCCOC.O.O.O

Mulliken atomic charge list, values in e, 8 entries: C -0.78; O -0.29; C -0.57; C -0.68; N -0.28; C -0.93; C 0.21; O -0.42

The structure with the least stability is b.

a | C2H4N2S | ωB97M-V/def2-TZVPD

```
9
C2H4N2S (ωB97M-V/def2-TZVPD)
C -0.832 0.213 -0.721
N -1.178 0.044 0.553
S -0.559 0.794 1.866
H -0.740 -0.659 -1.340
H -0.127 1.018 -0.864
H -1.881 -0.812 0.670
C 1.702 -0.199 -0.064
N 2.785 -0.470 0.256
H 0.832 0.071 -0.356
```

## Properties
* total charge: 0
* LUMO (spin up / spin down): -0.9 / -0.9 eV
* SMILES: C=[NH+][S-].C#N

Mulliken atomic charge list, values in e, 8 entries: C -0.45; N -0.18; S -0.19; H 0.27; H 0.34; H 0.31; C 1.20; N -0.37

b | C2H4N2S | ωB97M-V/def2-TZVPD

```
9
C2H4N2S (ωB97M-V/def2-TZVPD)
C -1.561 0.060 0.348
C 1.300 -0.573 -0.380
N -2.016 -0.992 0.143
N -1.074 1.212 0.745
S 1.159 1.080 0.362
H 0.178 -0.957 -0.388
H 1.635 -1.437 0.244
H 1.894 -0.412 -1.382
H -1.515 2.020 0.308
```

## Properties
* total charge: 0
* LUMO: -1.8 eV

Mulliken atomic charge list, values in e, 8 entries: C 0.58; C -0.62; N -0.47; N -0.56; S 0.10; H 0.14; H 0.30; H 0.27

The structure with the least stability is a.

a | C2H4N2S | ωB97M-V/def2-TZVPD

```
9
C2H4N2S (ωB97M-V/def2-TZVPD)
C -2.097 -0.921 0.227
N -1.632 -0.243 -0.635
S -0.849 0.639 -1.601
H -2.713 -1.768 0.242
C 1.842 0.395 0.152
N 1.081 0.906 1.003
H 2.871 0.493 0.141
H 1.394 -0.327 -0.535
H 0.102 0.827 1.007
```

## Properties
* total charge: 0
* LUMO: -0.3 eV
* SMILES: C#[N+][S-].C=N

Mulliken atomic charge list, values in e, 8 entries: C -0.13; N -0.05; S -0.13; H 0.32; C -0.19; N -0.56; H 0.29; H 0.19

b | C2H4N2S | ωB97M-V/def2-TZVPD

```
9
C2H4N2S (ωB97M-V/def2-TZVPD)
C 1.227 -1.211 0.125
N 1.746 0.025 -0.240
N 0.863 0.991 -0.005
C -0.401 0.870 0.233
S -1.629 -0.333 -0.104
H 0.257 -1.607 0.725
H 2.154 -1.932 0.160
H 1.313 1.822 -0.153
H -0.892 1.975 0.492
```

## Properties
* total charge: 0
* LUMO: -0.5 eV
* SMILES: C=NNC=S

Mulliken atomic charge list, values in e, 8 entries: C -0.18; N -0.65; N 0.26; C -0.03; S -0.30; H 0.20; H 0.25; H 0.22

The structure with the least stability is b.

a | C2H4N2S | ωB97M-V/def2-TZVPD

```
9
C2H4N2S (ωB97M-V/def2-TZVPD)
C 2.110 -1.640 -0.752
N 2.177 -0.593 -0.236
S 1.780 0.813 0.282
H 2.381 -2.441 -1.324
C -1.660 0.500 0.118
N -1.217 1.454 0.770
H -1.062 -0.154 -0.681
H -2.709 0.052 0.380
H -1.800 2.008 1.443
```

## Properties
* total charge: 0
* LUMO: 0.6 eV
* SMILES: C#[N+][S-].C=N

Mulliken atomic charge list, values in e, 8 entries: C -0.13; N -0.08; S -0.17; H 0.37; C -0.16; N -0.39; H 0.12; H 0.20

b | C2H4N2S | ωB97M-V/def2-TZVPD

```
9
C2H4N2S (ωB97M-V/def2-TZVPD)
C -0.761 0.061 0.010
C 0.475 0.824 -0.345
N -0.274 -1.404 0.152
N 1.579 0.971 0.507
S 1.550 -0.573 -0.119
H -1.171 0.508 0.829
H -1.530 0.010 -0.855
H 0.481 1.308 -1.248
H -0.349 -1.704 1.071
```

## Properties
* total charge: 0
* LUMO (spin up / spin down): -0.2 / -0.2 eV

Mulliken atomic charge list, values in e, 8 entries: C -0.40; C 0.15; N -0.54; N -0.54; S 0.16; H 0.30; H 0.23; H 0.39

The structure with the least stability is b.